No. 1
Formula: C4H10O
Source: the OMol25 dataset
Level of theory: the ωB97M-V functional and the def2-TZVPD basis

The energy above the lowest of the compared OMol25 structures with the same formula, charge and spin comes out at 72.8 kcal/mol. As for the electronic energy: -6354.6453 eV. For the gap between HOMO and LUMO, the calculation gives 9.18 eV. As for the HOMO energy: -8.15 eV. Its LUMO energy is 1.03 eV.

Geometry as ORCA input:
```
! RIJCOSX wB97M-V def2-TZVPD def2/J DEFGRID3
* xyz 0 1
O -0.7952 0.9094 1.4319
C 2.0196 0.0757 -0.2796
C 0.6584 -0.4912 0.0724
C -0.5363 0.1692 -0.3131
C -1.8361 -0.5675 -0.4357
H 2.3549 -0.1815 -1.2934
H -1.8577 -1.4093 0.2625
H -0.4713 1.8245 1.4743
H 2.7813 -0.2927 0.4166
H 0.5869 -1.5766 0.1563
H -1.9367 -0.9634 -1.4539
H 2.0231 1.1708 -0.2006
H -0.4745 1.1173 -0.8499
H 0.1692 0.1314 1.2358
H -2.6856 0.0838 -0.2236
*
```

Atom charges from the Mulliken analysis, given in e for atoms 1 to 2: number 1, O, carries -0.756; number 2, C, carries -1.191

***

No. 2
Formula: C18H32AsGeMnO9S
Source: the OMol25 dataset
Level of theory: the ωB97M-V functional and the def2-TZVPD basis

As for the electronic energy: -197118.3120 eV. For the gap between HOMO and LUMO (spin up / spin down), the calculation gives 7.64 / 5.71 eV. As for the HOMO energy (spin up / spin down): -12.58 / -12.59 eV. Its LUMO energy (spin up / spin down) is -4.94 / -6.87 eV. Its expectation value of S² is 8.801.

Geometry as ORCA input:
```
! RIJCOSX wB97M-V def2-TZVPD def2/J DEFGRID3
* xyz 1 6
As -2.4769 -0.7135 -2.1225
Ge 2.4873 0.1942 0.0951
Mn -0.1725 0.4169 -0.2188
S -2.5810 1.1340 0.7516
O -3.0205 2.0607 1.7362
O -1.4061 0.2847 1.2516
O 1.5192 -1.2163 0.5568
O -2.0701 1.6460 -0.5325
O 1.4992 0.4478 -1.4183
O -2.5137 -2.3618 -2.7061
O 1.2912 1.3655 0.8607
O -0.9594 -0.7930 -1.2620
O -2.5328 0.3596 -3.3228
C -5.9628 -0.9697 1.0410
C 1.3953 2.0927 2.1492
C 1.1084 1.1140 3.2717
C 0.4560 -2.9666 1.7179
C 2.9665 -2.7680 1.7060
C -4.8846 -1.6788 -0.9912
C 1.6895 -2.6263 0.8975
C -4.9244 -0.0795 1.2827
C 1.8208 1.2641 -2.6150
C 0.3832 3.2177 2.0792
C -3.8778 0.0026 0.3814
C -3.8441 -0.7894 -0.7671
C 3.1988 0.8205 -3.0682
C 0.7529 0.9312 -3.6366
C 1.7893 2.7244 -2.2061
C -5.9401 -1.7662 -0.0898
C 1.7377 -3.4041 -0.4047
C 2.8164 2.6253 2.2100
H 0.8599 -3.1755 -1.0094
H 3.9568 1.0466 -2.3098
H 1.7530 -4.4756 -0.2035
H 0.9610 1.4749 -4.5587
H 2.9565 3.2123 3.1175
H 3.1200 -3.8104 1.9849
H -0.4470 -2.8155 1.1258
H -2.4955 -2.3396 -3.6732
H 3.0293 3.2677 1.3546
H 2.5388 2.9395 -1.4396
H 3.8327 -2.4554 1.1164
H 3.5435 1.8062 2.2460
H -4.8718 -2.3099 -1.8689
H 0.7530 -0.1364 -3.8545
H 0.4966 -4.0121 2.0242
H 1.8296 0.2928 3.2662
H 0.4042 -2.3433 2.6106
H 2.9141 -2.1765 2.6212
H 0.4335 3.8044 2.9968
H 1.1906 1.6239 4.2319
H 2.0048 3.3554 -3.0683
H 0.5954 3.8776 1.2376
H -4.9262 0.5587 2.1552
H -6.7472 -2.4598 -0.2824
H 2.6368 -3.1552 -0.9726
H 0.8037 3.0031 -1.8276
H 3.2087 -0.2475 -3.2851
H 3.4828 1.3573 -3.9730
H -6.7880 -1.0320 1.7367
H -0.6327 2.8364 1.9946
H 0.1040 0.7043 3.1808
H -0.2457 1.2151 -3.3013
*
```

Atom charges from the Mulliken analysis, given in e for atoms 1 to 2: number 1, As, carries 0.926; number 2, Ge, carries -0.264

***

No. 3
Formula: C3H6FN3
Source: the OMol25 dataset
Level of theory: the ωB97M-V functional and the def2-TZVPD basis

The energy above the lowest of the compared OMol25 structures with the same formula, charge and spin comes out at 34.0 kcal/mol. The SMILES is [H]/N=C\N(N)/C=C/F. As for the electronic energy: -10394.1392 eV. For the gap between HOMO and LUMO, the calculation gives 9.29 eV. As for the HOMO energy: -8.57 eV. Its LUMO energy is 0.72 eV.

Geometry as ORCA input:
```
! RIJCOSX wB97M-V def2-TZVPD def2/J DEFGRID3
* xyz 0 1
F -0.4539 1.7254 2.7633
N -0.8227 0.1291 -1.0920
N 1.0764 -1.8062 -1.7698
N 0.1942 -0.2234 -0.2197
C 0.2728 0.3456 1.0419
C 1.0786 -1.2065 -0.6623
C -0.5926 1.2378 1.5102
H -0.7881 1.1280 -1.2841
H 1.0993 0.0004 1.6721
H -1.4474 1.6557 0.9861
H -1.7325 -0.0836 -0.7031
H 1.8392 -1.4423 0.0809
H 0.2767 -1.4599 -2.3234
*
```

Atom charges from the Mulliken analysis, given in e for atoms 1 to 2: number 1, F, carries -0.264; number 2, N, carries -0.750

***

No. 4
Formula: C5H11NO
Source: the OMol25 dataset
Level of theory: the ωB97M-V functional and the def2-TZVPD basis

The energy above the lowest of the compared OMol25 structures with the same formula, charge and spin comes out at 82.2 kcal/mol. The SMILES is C/C=C/C=C/N.O. As for the electronic energy: -8898.1333 eV. For the gap between HOMO and LUMO, the calculation gives 8.86 eV. As for the HOMO energy: -7.88 eV. Its LUMO energy is 0.98 eV.

Geometry as ORCA input:
```
! RIJCOSX wB97M-V def2-TZVPD def2/J DEFGRID3
* xyz 0 1
O 0.4637 -5.7167 -3.2001
N -3.3020 1.3361 1.9778
C 1.2285 1.8077 -0.2016
C 2.4991 0.9594 -0.4323
C -1.1667 1.6348 0.6640
C 0.4070 1.3042 0.6896
C -1.9413 1.0659 1.6496
H 3.0619 1.3011 -1.2705
H -1.6767 0.0877 2.1287
H 0.7018 -5.9000 -2.2913
H -4.0773 1.2578 1.3383
H 0.8189 0.5323 1.2529
H -1.4204 2.3671 -0.1374
H 2.3796 -0.1687 -0.6485
H 1.2326 -6.0747 -3.6297
H 1.1146 2.5945 -0.9375
H 3.2670 1.0024 0.4732
H -3.5902 0.6093 2.5749
*
```

Atom charges from the Mulliken analysis, given in e for atoms 1 to 2: number 1, O, carries -0.630; number 2, N, carries -0.545

***

> What is the electronic energy in the fourth record?

-8898.1333 eV

***

Please write out number 3 again, unchanged.
Formula: C3H6FN3
Source: the OMol25 dataset
Level of theory: the ωB97M-V functional and the def2-TZVPD basis

The energy above the lowest of the compared OMol25 structures with the same formula, charge and spin comes out at 34.0 kcal/mol. The SMILES is [H]/N=C\N(N)/C=C/F. As for the electronic energy: -10394.1392 eV. For the gap between HOMO and LUMO, the calculation gives 9.29 eV. As for the HOMO energy: -8.57 eV. Its LUMO energy is 0.72 eV.

Geometry as ORCA input:
```
! RIJCOSX wB97M-V def2-TZVPD def2/J DEFGRID3
* xyz 0 1
F -0.4539 1.7254 2.7633
N -0.8227 0.1291 -1.0920
N 1.0764 -1.8062 -1.7698
N 0.1942 -0.2234 -0.2197
C 0.2728 0.3456 1.0419
C 1.0786 -1.2065 -0.6623
C -0.5926 1.2378 1.5102
H -0.7881 1.1280 -1.2841
H 1.0993 0.0004 1.6721
H -1.4474 1.6557 0.9861
H -1.7325 -0.0836 -0.7031
H 1.8392 -1.4423 0.0809
H 0.2767 -1.4599 -2.3234
*
```

Atom charges from the Mulliken analysis, given in e for atoms 1 to 2: number 1, F, carries -0.264; number 2, N, carries -0.750

***

> What is the formula in the third record?

C3H6FN3

***

> Among the records above, which one has the lowest electronic energy?

C18H32AsGeMnO9S